# C16H80B4CrO16

A structure of composition C16H80B4CrO16 in a non-equilibrium geometry (ωB97M-V with the def2-TZVPD basis set, OMol25).

Positions of all 117 atoms, in Å:
Cr (-0.989, 1.210, 1.325)
B (-0.615, 0.904, 3.280)
H (-0.721, -0.053, 2.793)
H (-1.469, 1.556, 3.179)
H (-0.309, 0.780, 4.307)
H (0.182, 1.436, 2.784)
B (-0.664, 3.220, 0.831)
H (-1.443, 3.232, 1.578)
H (0.246, 2.712, 1.106)
H (-1.030, 2.553, 0.066)
H (-0.517, 4.212, 0.432)
B (-2.978, 0.741, 0.861)
H (-3.952, 0.343, 0.621)
H (-2.397, 1.064, 0.012)
H (-3.036, 1.585, 1.530)
H (-2.371, 0.006, 1.367)
B (0.150, -0.086, 0.122)
H (-0.480, 0.515, -0.514)
H (-0.387, -0.739, 0.791)
H (0.765, -0.768, -0.445)
H (0.778, 0.551, 0.725)
C (2.573, -3.037, -0.144)
O (1.177, -3.076, -0.077)
H (2.868, -4.054, -0.401)
H (2.920, -2.328, -0.896)
H (2.997, -2.716, 0.807)
H (0.829, -2.182, -0.114)
C (-4.704, -0.473, -2.869)
O (-4.711, 0.890, -2.803)
H (-5.055, -0.742, -3.865)
H (-3.717, -0.865, -2.626)
H (-5.374, -0.987, -2.179)
H (-4.536, 1.261, -1.935)
C (5.489, 0.173, 2.055)
O (6.353, 0.789, 3.066)
H (5.378, -0.887, 2.281)
H (4.451, 0.504, 2.048)
H (5.881, 0.221, 1.039)
H (7.136, 0.263, 3.244)
C (-2.182, -3.338, -1.728)
O (-0.922, -2.833, -2.081)
H (-2.769, -2.553, -1.251)
H (-2.715, -3.464, -2.670)
H (-2.213, -4.230, -1.102)
H (-0.258, -3.301, -1.570)
C (-4.449, 4.336, 0.885)
O (-4.586, 3.272, 0.008)
H (-3.815, 4.111, 1.743)
H (-4.149, 5.269, 0.407)
H (-5.450, 4.507, 1.280)
H (-4.625, 2.457, 0.514)
C (0.475, 4.351, 4.940)
O (-0.481, 3.392, 5.189)
H (1.158, 4.415, 5.787)
H (1.032, 3.960, 4.088)
H (0.056, 5.301, 4.609)
H (-0.539, 2.893, 4.371)
C (1.696, 6.339, 1.677)
O (2.036, 6.780, 2.960)
H (1.670, 5.258, 1.546)
H (0.766, 6.782, 1.319)
H (2.329, 6.827, 0.936)
H (2.956, 6.511, 3.020)
C (-5.312, -2.728, 1.518)
O (-5.802, -3.276, 2.736)
H (-5.581, -1.674, 1.453)
H (-4.233, -2.885, 1.545)
H (-5.744, -3.183, 0.627)
H (-5.531, -4.195, 2.802)
C (2.860, -4.719, -3.313)
O (1.985, -5.405, -4.165)
H (2.555, -4.994, -2.304)
H (3.888, -5.074, -3.244)
H (2.946, -3.642, -3.461)
H (2.260, -5.144, -5.047)
C (5.768, -0.562, -3.490)
O (5.495, -0.441, -2.126)
H (6.849, -0.667, -3.575)
H (5.252, -1.322, -4.077)
H (5.400, 0.354, -3.952)
H (5.553, -1.271, -1.648)
C (1.564, -1.154, -3.601)
O (2.453, -0.362, -4.412)
H (1.992, -1.331, -2.614)
H (0.569, -0.764, -3.385)
H (1.474, -2.193, -3.919)
H (3.014, 0.208, -3.881)
C (-0.708, -4.384, 2.983)
O (-0.042, -4.989, 1.869)
H (-0.759, -5.038, 3.853)
H (-0.303, -3.451, 3.376)
H (-1.741, -4.147, 2.726)
H (0.108, -4.351, 1.167)
C (-1.809, -2.853, -6.047)
O (-0.497, -3.186, -5.622)
H (-1.971, -1.780, -5.950)
H (-2.023, -3.163, -7.070)
H (-2.559, -3.202, -5.338)
H (-0.474, -3.099, -4.667)
C (0.673, -1.441, 5.998)
O (-0.578, -0.799, 6.062)
H (0.552, -2.496, 6.245)
H (1.035, -1.480, 4.971)
H (1.369, -0.904, 6.643)
H (-0.681, -0.043, 5.479)
C (-2.125, 3.384, -2.357)
O (-1.333, 4.470, -1.880)
H (-1.704, 2.436, -2.020)
H (-3.159, 3.468, -2.022)
H (-2.088, 3.337, -3.445)
H (-1.052, 4.202, -1.002)
C (2.781, 2.045, -1.647)
O (3.558, 1.650, -2.768)
H (2.266, 3.000, -1.550)
H (2.085, 1.224, -1.478)
H (3.428, 2.060, -0.770)
H (4.344, 1.188, -2.467)

Values from the calculation:
E_tot, hartree: -3004.6266
Total charge: -1
Multiplicity: 4
Max |F|, hartree/bohr: 0.090
Expectation value of S²: 3.771

These are the Löwdin partial charges, in e, on atoms 1 to 99: 0.70, -0.38, 0.03, 0.02, 0.01, 0.00, -0.37, 0.02, 0.01, -0.02, 0.02, -0.38, 0.02, -0.02, 0.00, 0.00, -0.39, 0.01, 0.01, 0.00, 0.01, -0.14, -0.15, 0.08, 0.06, 0.08, 0.00, -0.20, -0.10, 0.08, 0.07, 0.07, 0.06, -0.13, -0.13, 0.06, 0.08, 0.06, 0.06, -0.15, -0.11, 0.06, 0.07, 0.09, 0.05, -0.16, -0.12, 0.08, 0.09, 0.07, 0.04, -0.18, -0.11, 0.08, 0.08, 0.08, 0.02, -0.18, -0.11, 0.07, 0.08, 0.07, 0.08, -0.16, -0.13, 0.08, 0.07, 0.07, 0.07, -0.19, -0.09, 0.07, 0.07, 0.06, 0.08, -0.16, -0.12, 0.08, 0.08, 0.08, 0.09, -0.14, -0.11, 0.05, 0.08, 0.05, 0.01, -0.15, -0.12, 0.07, 0.07, 0.06, 0.03, -0.16, -0.12, 0.07, 0.08, 0.06, 0.04